Arrangement A

{
  "formula": "C2H4F2O",
  "method": "ωB97M-V/def2-TZVPD",
  "mol_weight_g_mol": 82.05,
  "gap_ev": 11.7,
  "homo_ha": -0.402,
  "lumo_energy_ev": 0.74,
  "species": ["C", "C", "H", "H", "H", "H", "O", "F", "F"],
  "positions_angstrom": [[-0.50, -0.50, 0.50], [0.44, -0.03, -0.28], [-1.82, 0.98, -0.50], [-0.65, 0.05, 1.52], [-0.65, -1.74, 0.63], [0.10, 0.14, -1.23], [-1.82, -0.23, -0.26], [1.56, -0.66, -0.12], [0.44, 1.28, 0.16]],
  "mulliken_charge": [-0.193, 0.140, 0.341, 0.201, 0.255, 0.328, -0.572, -0.233, -0.265]
}

Arrangement B

{
  "formula": "C2H4F2O",
  "method": "ωB97M-V/def2-TZVPD",
  "mol_weight_g_mol": 82.05,
  "gap_ev": 11.1,
  "homo_ha": -0.388,
  "lumo_energy_ev": 0.55,
  "species": ["C", "C", "O", "F", "F", "H", "H", "H", "H"],
  "positions_angstrom": [[-1.41, -0.08, -0.11], [1.50, 0.29, 0.77], [1.83, -0.83, 0.24], [-2.38, 0.89, 0.29], [1.89, 1.23, -0.10], [-2.03, -1.00, 0.01], [-1.09, 0.10, -1.14], [-0.56, 0.10, 0.66], [2.26, -0.71, -0.61]],
  "mulliken_charge": [-0.002, -0.025, -0.201, -0.312, -0.190, 0.202, 0.184, 0.029, 0.314]
}

Most stable to least stable, the ends of the list are arrangement B and arrangement A.

Arrangement A

{
  "formula": "C19H19N3O4",
  "method": "ωB97M-V/def2-TZVPD",
  "mol_weight_g_mol": 353.38,
  "gap_ev": 8.0,
  "smiles": "COc1ccc(OC)c(NC(=O)Cn2nc(C)c3ccccc3c2=O)c1",
  "homo_ha": -0.284,
  "lumo_energy_ev": 0.26,
  "species": ["C", "O", "C", "C", "C", "C", "O", "C", "C", "N", "C", "O", "C", "N", "N", "C", "C", "C", "C", "C", "C", "C", "C", "C", "O", "C", "H", "H", "H", "H", "H", "H", "H", "H", "H", "H", "H", "H", "H", "H", "H", "H", "H", "H", "H"],
  "positions_angstrom": [[-5.82, -2.15, -1.06], [-5.67, -1.40, 0.11], [-4.51, -0.69, 0.28], [-4.42, 0.06, 1.45], [-3.28, 0.79, 1.74], [-2.20, 0.80, 0.85], [-1.01, 1.42, 1.07], [-0.91, 2.32, 2.14], [-2.32, 0.07, -0.34], [-1.26, 0.10, -1.27], [-0.70, 1.25, -1.72], [-1.17, 2.35, -1.57], [0.61, 1.01, -2.48], [1.64, 0.52, -1.58], [2.46, 1.46, -1.11], [3.40, 1.17, -0.28], [4.24, 2.31, 0.20], [3.63, -0.18, 0.16], [4.65, -0.56, 1.05], [4.81, -1.88, 1.40], [3.96, -2.86, 0.89], [2.95, -2.51, 0.02], [2.78, -1.18, -0.35], [1.70, -0.82, -1.26], [0.88, -1.61, -1.73], [-3.45, -0.67, -0.61], [-5.79, -1.52, -1.95], [-6.81, -2.61, -0.99], [-5.06, -2.93, -1.14], [-5.25, 0.05, 2.14], [-3.23, 1.35, 2.66], [0.07, 2.78, 2.05], [-0.99, 1.82, 3.11], [-1.68, 3.10, 2.07], [-0.80, -0.78, -1.52], [0.96, 1.95, -2.90], [0.45, 0.26, -3.27], [5.28, 2.15, -0.09], [3.88, 3.22, -0.26], [4.19, 2.40, 1.28], [5.31, 0.19, 1.45], [5.59, -2.16, 2.08], [4.09, -3.89, 1.18], [2.27, -3.25, -0.39], [-3.48, -1.22, -1.54]],
  "mulliken_charge": [-0.792, -0.445, 0.571, -0.991, -0.517, 0.512, -0.253, -1.023, -0.356, 0.081, 0.755, -0.648, -1.187, 0.979, -1.097, 0.679, -1.486, 0.711, -0.715, -0.560, -0.543, -0.517, -0.047, 0.636, -0.826, -0.089, 0.319, 0.232, 0.316, 0.430, 0.417, 0.216, 0.360, 0.406, 0.340, 0.424, 0.394, 0.356, 0.394, 0.337, 0.429, 0.401, 0.415, 0.479, 0.500]
}

Arrangement B

{
  "formula": "C19H19N3O4",
  "method": "ωB97M-V/def2-TZVPD",
  "mol_weight_g_mol": 353.38,
  "gap_ev": 7.3,
  "smiles": "COC(=O)c1[nH]c2cc(OC)c(OC)cc2c1/C=N/Nc1ccccc1",
  "homo_ha": -0.265,
  "lumo_energy_ev": 0.12,
  "species": ["C", "O", "C", "O", "C", "N", "C", "C", "C", "O", "C", "C", "O", "C", "C", "C", "C", "C", "N", "N", "C", "C", "C", "C", "C", "C", "H", "H", "H", "H", "H", "H", "H", "H", "H", "H", "H", "H", "H", "H", "H", "H", "H", "H", "H"],
  "positions_angstrom": [[1.22, 3.27, -4.71], [1.05, 2.51, -3.53], [2.11, 2.49, -2.69], [3.14, 3.09, -2.93], [1.92, 1.71, -1.49], [2.97, 1.67, -0.60], [2.64, 0.90, 0.47], [3.37, 0.58, 1.60], [2.78, -0.23, 2.55], [3.37, -0.64, 3.70], [4.68, -0.21, 3.97], [1.44, -0.71, 2.36], [0.99, -1.50, 3.38], [-0.32, -2.02, 3.27], [0.73, -0.38, 1.24], [1.32, 0.43, 0.27], [0.86, 0.95, -0.98], [-0.41, 0.74, -1.58], [-1.31, 0.01, -1.03], [-2.48, -0.15, -1.64], [-3.49, -0.92, -1.10], [-3.34, -1.57, 0.12], [-4.37, -2.33, 0.63], [-5.56, -2.45, -0.06], [-5.72, -1.81, -1.28], [-4.69, -1.05, -1.80], [0.29, 3.19, -5.26], [1.44, 4.31, -4.47], [2.05, 2.86, -5.31], [3.84, 2.15, -0.78], [4.38, 0.95, 1.72], [4.94, -0.65, 4.93], [5.38, -0.57, 3.21], [4.74, 0.88, 4.04], [-0.42, -2.66, 2.39], [-1.06, -1.22, 3.22], [-0.47, -2.61, 4.17], [-0.28, -0.73, 1.07], [-0.59, 1.22, -2.55], [-2.64, 0.30, -2.54], [-2.41, -1.46, 0.66], [-4.24, -2.82, 1.58], [-6.37, -3.05, 0.34], [-6.64, -1.91, -1.83], [-4.81, -0.55, -2.75]],
  "mulliken_charge": [-0.730, -0.280, 0.325, -0.661, -0.330, -0.024, -1.282, -0.733, 1.333, -0.424, -0.946, 0.758, -0.509, -0.913, -0.051, -0.266, 0.851, -0.619, -0.076, -0.293, 0.361, 0.229, -0.608, -0.597, -0.561, -0.644, 0.243, 0.301, 0.302, 0.215, 0.428, 0.230, 0.357, 0.357, 0.367, 0.368, 0.267, 0.763, 0.552, 0.245, 0.286, 0.362, 0.373, 0.358, 0.315]
}

Most stable to least stable, the ends of the list are arrangement A and arrangement B.